*a*
The following is a DFT calculation (the ωB97M-V functional and the def2-TZVPD basis) of a cluster of 2 separate species, C5H11BrN in total.

```
18
C5H11BrN | OMol25 | the ωB97M-V functional and the def2-TZVPD basis
Br 1.049 2.541 -2.274
N -0.063 -0.390 -0.071
C -0.461 -0.766 -1.426
C 1.429 -0.194 0.010
C -0.779 1.875 0.942
C -0.496 0.889 0.198
C -0.495 -1.254 1.073
H 1.765 0.535 -0.735
H 0.201 -0.344 -2.174
H -0.185 -2.276 0.895
H -1.481 -0.385 -1.725
H -0.994 1.822 2.098
H 1.766 0.050 0.990
H -1.611 -1.291 1.206
H 2.135 -1.040 -0.188
H -1.144 2.977 0.650
H -0.511 -1.842 -1.550
H -0.124 -0.905 2.080
```

Computed properties:
Frontier orbital gap (alpha / beta) = 9.5 / 6.4 eV
Net charge = +1
E_LUMO (alpha / beta) = -5.00 / -6.83 eV

Atomic partial charges in e from the Mulliken method, atoms 1 to 8: -0.038, 0.362, -0.654, -0.588, -0.635, -0.121, -0.909, 0.216

***

*b*
The following is a DFT calculation (the ωB97M-V functional and the def2-TZVPD basis) of a cluster of 2 separate species, C5H11BrN in total.

```
18
C5H11BrN | OMol25 | the ωB97M-V functional and the def2-TZVPD basis
Br 0.899 1.011 1.964
N -1.693 2.057 -0.659
C -0.812 1.027 -2.718
C 1.584 -2.582 2.650
C -1.112 0.924 -1.252
C 1.544 -1.769 1.344
C 1.266 -0.547 1.073
H 0.982 -3.544 2.437
H -0.246 0.246 -3.155
H 2.630 -2.685 2.971
H -0.322 1.949 -2.888
H -1.712 0.982 -3.289
H -0.588 0.239 -0.634
H -1.171 2.235 0.146
H -1.554 2.890 -1.377
H -2.738 2.048 -0.651
H 1.727 -2.426 0.520
H 1.314 -2.054 3.518
```

Computed properties:
Frontier orbital gap (alpha / beta) = 7.1 / 8.7 eV
Net charge = +1
E_LUMO (alpha / beta) = -4.82 / -3.87 eV

Atomic partial charges in e from the Mulliken method, atoms 1 to 8: -0.084, -0.220, -1.189, -0.977, -0.222, 0.240, -0.391, 0.267

***

It comes down to *b*, which is 0.0082 hartree more stable than the next structure.

***

*a*
The following is a DFT calculation (the ωB97M-V functional and the def2-TZVPD basis) of a structure of composition C18H18CeFIN2.

```
41
C18H18CeFIN2 | OMol25 | the ωB97M-V functional and the def2-TZVPD basis
Ce -0.607 -0.590 2.070
I 0.167 2.162 3.062
F -3.090 4.350 -1.974
N 1.894 -0.296 0.714
N -0.103 -1.842 -0.437
C -0.946 -2.972 -2.412
C -1.352 1.289 -0.952
C 0.889 0.098 4.232
C 1.080 -1.680 -1.133
C 4.236 0.341 -0.768
C -1.091 -2.457 -1.124
C -2.686 3.282 -1.204
C 2.135 -0.854 -0.515
C -2.616 -1.195 1.251
C 3.977 0.932 0.468
C -2.626 2.136 0.911
C -1.746 1.226 0.362
C -1.866 2.320 -1.774
C -3.095 3.219 0.124
C 3.306 -0.566 -1.257
C 2.810 0.588 1.152
C 0.274 -2.880 -3.091
C 1.299 -2.204 -2.442
H -3.092 -0.552 2.051
H -1.585 2.383 -2.822
H 3.444 -1.034 -2.236
H 5.116 0.546 -1.370
H 2.278 -2.079 -2.930
H 1.798 -0.458 3.860
H 4.651 1.666 0.893
H -2.072 -2.558 -0.659
H -3.729 3.996 0.545
H 1.083 0.735 5.111
H 2.553 1.054 2.097
H 0.096 -0.603 4.608
H -0.661 0.561 -1.377
H -2.979 2.043 1.942
H -3.148 -1.086 0.314
H -1.820 -3.448 -2.817
H -2.618 -2.254 1.599
H 0.441 -3.319 -4.071
```

Computed properties:
Frontier orbital gap (alpha / beta) = 5.3 / 5.3 eV
Net charge = +2
E_LUMO (alpha / beta) = -9.08 / -9.10 eV

Atomic partial charges in e from the Mulliken method, atoms 1 to 8: 1.254, 0.324, -0.285, 0.103, 0.239, -0.864, -0.317, -1.232

***

*b*
The following is a DFT calculation (the ωB97M-V functional and the def2-TZVPD basis) of a structure of composition C18H18CeFIN2.

```
41
C18H18CeFIN2 | OMol25 | the ωB97M-V functional and the def2-TZVPD basis
Ce 0.236 -0.149 0.482
I 2.874 0.387 1.812
F -3.940 2.100 4.709
N -1.457 -0.574 -1.323
N 0.221 1.481 -1.200
C -3.804 -0.480 -2.873
C -2.845 0.518 -3.008
C -0.829 2.662 -3.018
C -1.693 0.449 -2.199
C -0.746 1.548 -2.172
C 2.624 -4.037 1.504
C 1.128 3.566 -1.952
C -3.666 1.536 2.420
C -1.493 0.792 1.684
C -1.785 1.402 4.012
C -3.113 1.676 3.695
C 0.136 3.655 -2.923
C -3.606 -1.493 -1.939
C 3.566 -2.869 1.736
C -0.951 0.948 2.957
C -2.422 -1.525 -1.190
C -2.823 1.115 1.383
C 1.108 2.511 -1.044
H 3.256 -4.910 1.251
H -2.958 1.362 -3.681
H -1.406 1.527 5.038
H -4.359 -2.257 -1.784
H -4.684 -0.432 -3.500
H 2.080 -4.298 2.426
H 0.114 0.742 3.138
H 3.035 -1.907 1.864
H -2.200 -2.315 -0.450
H 1.911 -3.886 0.692
H -3.200 1.044 0.365
H 0.095 4.488 -3.621
H 1.915 4.298 -1.871
H 4.271 -2.749 0.908
H 1.793 2.402 -0.179
H -1.649 2.699 -3.735
H 4.145 -3.037 2.660
H -4.725 1.749 2.242
```

Computed properties:
Frontier orbital gap (alpha / beta) = 5.9 / 5.8 eV
Net charge = +2
E_LUMO (alpha / beta) = -9.01 / -9.03 eV

Atomic partial charges in e from the Mulliken method, atoms 1 to 8: 1.247, -0.143, -0.261, -0.196, -0.141, -0.540, -0.651, -0.577

***

It comes down to *b*, which is 0.1379 hartree more stable than the next structure.

***

*a*
The following is a DFT calculation (the ωB97M-V functional and the def2-TZVPD basis) of a cluster of 8 separate species, C24H70N6O8 in total.

```
108
C24H70N6O8 | OMol25 | the ωB97M-V functional and the def2-TZVPD basis
O -0.619 -4.476 -0.803
O -1.491 4.862 -2.017
O 0.040 5.089 1.662
O -2.411 -3.832 1.624
O -0.970 0.175 0.527
O 4.646 0.266 -2.116
O 3.398 -3.086 0.828
O -6.948 -1.787 1.533
N 1.264 -2.376 -0.885
N 2.874 -0.798 2.279
N 5.000 -2.406 -4.641
N -4.082 -2.577 3.644
N 0.790 1.559 2.446
N -3.747 2.349 -3.424
C 1.666 2.861 0.574
C 4.456 -1.848 -3.397
C 5.145 0.014 1.986
C 3.645 1.152 -2.577
C -5.778 -2.438 1.953
C 4.597 -2.826 -2.224
C -3.773 2.900 -1.056
C 4.501 -2.326 1.284
C 5.186 -0.529 -3.150
C -0.283 3.731 1.904
C -2.162 0.160 1.309
C 0.170 -0.679 -2.212
C -7.833 -2.645 0.847
C -4.944 -0.331 3.102
C 3.711 -4.456 0.732
C -3.316 3.344 -2.424
C -1.801 3.589 -2.503
C 4.061 -0.878 1.420
C 0.586 -1.060 -0.813
C -0.141 5.241 -2.211
C -5.276 -1.816 3.240
C -0.534 -1.129 0.200
C -1.103 5.882 1.446
C 1.003 2.926 1.949
H -0.003 6.229 -1.784
H 5.333 -2.394 0.576
H 0.286 1.615 3.329
H 1.811 -2.592 -0.050
H 0.170 1.042 1.812
H -0.332 0.289 -2.230
H 2.049 3.854 0.342
H 1.068 -0.634 -2.828
H -1.372 -1.727 -0.185
H -1.698 5.451 0.631
H 3.902 -3.663 -2.259
H 4.779 1.041 1.988
H -1.271 2.778 -1.973
H -0.884 -4.390 0.121
H 1.324 -0.322 -0.457
H 5.464 -0.290 2.982
H -8.657 -2.036 0.486
H 6.213 -0.811 -2.884
H 4.076 1.859 -3.299
H 4.421 -2.296 -1.276
H -1.486 3.514 -3.557
H -2.954 -0.346 0.753
H 3.385 -1.678 -3.564
H 0.075 5.257 -3.287
H 4.831 -2.674 2.273
H 6.037 0.012 1.347
H 1.999 -2.147 -1.555
H -5.973 -3.507 2.134
H -3.211 2.011 -0.768
H 4.109 -4.813 1.689
H -5.812 0.261 3.384
H 0.127 -3.843 -0.900
H 5.990 -2.603 -4.514
H 4.600 -3.306 -4.880
H -3.580 3.681 -0.313
H -3.135 1.538 -3.447
H -3.638 -2.205 4.474
H -3.710 4.314 -2.743
H 2.388 0.094 2.185
H 0.931 2.532 -0.167
H 2.808 -5.016 0.504
H 3.844 -0.556 0.385
H 3.371 1.761 -1.714
H 4.476 -4.642 -0.029
H 5.628 -3.183 -2.132
H -7.334 -3.026 -0.060
H -1.976 -0.382 2.246
H -1.613 -3.868 2.161
H 0.518 4.517 -1.721
H -4.132 -0.076 3.789
H -8.145 -3.516 1.426
H -4.844 2.718 -1.039
H -0.803 6.890 1.168
H -4.609 -0.064 2.101
H -3.681 2.752 -4.353
H 1.689 3.430 2.634
H -2.410 1.193 1.537
H 2.479 2.134 0.586
H 2.249 -1.528 1.947
H 2.728 0.741 -3.004
H -4.998 -2.433 1.177
H -3.036 -3.316 2.177
H -0.963 3.323 1.142
H -6.070 -1.915 3.988
H -1.729 5.964 2.345
H -0.552 -1.358 -2.672
H -0.181 -1.637 1.111
H -0.776 3.698 2.888
H 5.240 0.024 -4.093
H -4.357 -3.527 3.883
```

Computed properties:
Frontier orbital gap = 9.4 eV
Structure (SMILES) = COC[C@H](C)N.COC[C@H](C)N.COC[C@H](C)N.COC[C@H](C)N.COC[C@H](C)N.COC[C@H](C)N.O.O
E_LUMO = 0.55 eV

Atomic partial charges in e from the Mulliken method, atoms 1 to 8: -0.724, -0.340, -0.375, -0.603, 0.667, -0.273, -0.417, -0.326

***

*b*
The following is a DFT calculation (the ωB97M-V functional and the def2-TZVPD basis) of a cluster of 8 separate species, C24H70N6O8 in total.

```
108
C24H70N6O8 | OMol25 | the ωB97M-V functional and the def2-TZVPD basis
O 4.751 -2.577 0.712
O -2.043 1.484 -1.842
O 0.492 -0.568 -5.116
O 1.436 -0.779 -0.214
O -3.052 -1.031 0.667
O 1.163 3.595 0.970
O 2.014 -1.691 4.431
O 2.387 -0.029 -2.994
N -5.665 -1.705 0.862
N -1.292 1.419 2.794
N 0.624 -2.691 6.573
N 0.941 0.973 -8.394
N 4.375 -0.068 -0.436
N -4.208 1.933 -0.036
C 0.930 -0.906 4.862
C 5.671 -2.144 -0.270
C -0.685 -0.906 -4.337
C -0.587 2.663 2.482
C 0.351 2.480 1.273
C -3.414 -1.902 1.742
C -4.877 -1.529 2.095
C -4.412 1.403 -1.431
C 1.182 0.749 -6.952
C -0.051 -1.817 5.602
C 1.914 3.407 -0.244
C -1.017 2.070 -2.592
C -5.550 -2.441 3.165
C 2.855 -1.029 3.502
C -3.287 1.990 -2.314
C 6.279 0.003 1.000
C 0.884 2.116 -6.323
C 4.478 -3.961 0.711
C 0.077 3.128 3.801
C 0.207 -0.385 -6.477
C -5.761 1.923 -1.876
C -1.061 -0.895 6.281
C 5.725 -0.599 -0.296
C -1.785 -1.385 0.056
H 6.361 -0.274 -1.121
H 2.264 0.629 -6.878
H -4.989 -2.213 4.075
H -0.992 -0.798 0.520
H 4.080 -0.360 -1.371
H -3.342 -2.914 1.329
H -5.935 -2.683 0.862
H -3.258 1.552 -0.071
H 1.106 2.042 -5.255
H -1.405 3.362 2.288
H -0.180 2.378 -6.300
H 3.113 -0.055 -3.622
H 3.829 -0.799 0.023
H -1.759 -0.468 5.554
H -0.582 3.302 4.650
H -5.828 3.008 -1.796
H 1.171 -2.083 7.175
H -4.956 -0.492 2.425
H 5.365 -2.490 -1.265
H -1.040 -1.911 -4.575
H -4.316 0.313 -1.456
H -3.388 1.817 -3.390
H -5.401 -3.501 2.955
H 1.026 0.038 -8.777
H 0.043 1.378 -8.619
H -1.590 -0.338 -4.571
H -0.663 0.026 6.704
H 1.341 2.979 -6.803
H 2.645 4.210 -0.317
H 1.483 -0.526 -1.142
H 5.229 -4.621 0.273
H 4.272 -4.346 1.711
H -0.802 3.109 -2.345
H 2.446 -0.124 3.049
H -1.587 1.045 1.894
H -0.418 -0.696 -3.305
H -2.660 -1.822 2.530
H 7.268 -0.426 1.197
H 0.721 2.311 4.144
H -3.282 3.082 -2.217
H 6.483 1.063 0.850
H 5.747 -0.150 1.938
H -4.955 -1.641 0.136
H -0.760 0.059 -6.727
H -1.836 -0.997 -0.962
H -1.547 -2.448 0.066
H -6.606 -2.209 3.274
H -1.627 -1.572 6.921
H -1.058 1.835 -3.664
H -4.694 1.257 0.548
H 2.436 2.448 -0.246
H 3.532 -4.115 0.184
H 0.354 -1.355 -6.962
H -6.568 1.492 -1.283
H -0.173 2.013 0.433
H 1.279 -0.011 5.396
H 6.682 -2.547 -0.147
H -0.689 0.703 3.178
H 2.066 -0.200 0.227
H -5.952 1.721 -2.935
H 1.300 -3.262 6.082
H 0.440 -0.460 3.989
H -0.085 1.499 -2.484
H 1.007 1.692 1.676
H -0.456 -2.495 4.850
H 3.687 -0.701 4.136
H 3.215 -1.773 2.794
H 0.681 4.008 3.582
H 1.620 -0.327 -3.500
H 1.096 3.534 -0.955
```

Computed properties:
Frontier orbital gap = 9.4 eV
Structure (SMILES) = COC[C@H](C)N.COC[C@H](C)N.COC[C@H](C)N.COC[C@H](C)N.COC[C@H](C)N.COC[C@H](C)N.O.O
E_LUMO = 0.30 eV

Atomic partial charges in e from the Mulliken method, atoms 1 to 8: -0.157, 0.185, -0.303, -0.364, -0.077, -0.513, -0.334, -0.588

***

It comes down to *a*, which is 0.1100 hartree more stable than the next structure.